1.
Density functional theory data (ωB97M-V with the def2-TZVPD basis set) for a single ClH6NSi2 molecule in a non-equilibrium geometry.

The SMILES is [SiH3]N[SiH2]Cl. Its HOMO energy is -9.27 eV.

The geometry in XYZ format:
```
10
ClH6NSi2 ωB97M-V with the def2-TZVPD basis set
N 0.476 -0.409 -0.413
Si 1.410 0.923 0.126
Si -1.561 -0.908 0.202
Cl -2.782 0.662 0.055
H 0.693 -0.657 -1.385
H 1.428 2.384 -0.335
H 2.773 0.379 -0.531
H 1.085 0.705 1.621
H -1.982 -1.767 -0.927
H -1.540 -1.313 1.587
```

---

2.
Density functional theory data (ωB97M-V with the def2-TZVPD basis set) for C12H26IrNO3P2 as an isolated structure in a non-equilibrium geometry.

As for the multiplicity: 6. Its HOMO energy (spin up / spin down) is -18.41 / -20.07 eV. As for the net charge: +3.

The geometry in XYZ format:
```
45
C12H26IrNO3P2 ωB97M-V with the def2-TZVPD basis set
Ir 0.203 -0.454 0.822
P 1.918 0.954 0.516
C 1.506 1.634 -1.126
C 0.729 0.731 -1.998
N 0.006 -0.231 -1.387
C -0.937 -0.935 -2.040
C -1.051 -0.827 -3.426
C -0.263 0.112 -4.080
C 0.579 0.937 -3.365
C -1.771 -1.894 -1.233
P -1.806 -1.382 0.556
H 1.176 1.729 -3.799
H -1.807 -1.434 -3.924
H -0.409 0.283 -5.138
H -2.806 -1.926 -1.593
H -1.371 -2.923 -1.244
H 0.688 2.438 -0.791
H 2.331 2.131 -1.654
H -0.641 3.067 0.358
O -0.328 3.324 -0.562
H -0.068 4.233 -0.689
H -0.740 1.306 1.481
O -1.057 2.230 1.552
H -1.883 2.456 1.989
C -3.268 -0.274 0.700
H -4.128 -0.696 0.152
H -3.523 -0.155 1.767
H -2.995 0.703 0.268
C -2.189 -2.896 1.517
H -2.335 -2.636 2.577
H -3.100 -3.395 1.147
H -1.340 -3.593 1.444
C 3.441 0.028 0.237
H 4.218 0.689 -0.183
H 3.749 -0.350 1.223
H 3.211 -0.812 -0.439
C 2.296 2.268 1.722
H 2.851 1.763 2.534
H 2.950 3.038 1.271
H 1.356 2.707 2.115
C 1.316 -2.373 2.600
O 1.078 -2.081 1.229
H 0.415 -2.811 3.119
H 1.715 -1.515 3.216
H 2.088 -3.170 2.558
```

---

3.
Density functional theory data (ωB97M-V with the def2-TZVPD basis set) for a 8-piece molecular cluster, H15O7S overall in a non-equilibrium geometry.

Its HOMO energy is -4.10 eV. As for the net charge: -1.

The geometry in XYZ format:
```
23
H15O7S ωB97M-V with the def2-TZVPD basis set
S -2.344 -0.257 0.296
H -3.346 -0.994 0.815
H -1.007 -1.936 0.169
H -0.746 -3.416 0.734
O -0.344 -2.554 0.595
H -0.289 -1.873 2.469
H -0.584 -0.516 2.269
O 0.087 -1.024 2.773
H 1.510 -0.337 1.525
H 1.909 0.921 0.790
O 2.190 0.000 0.922
H 1.033 1.800 -1.132
H 0.170 2.710 -0.244
O 0.904 2.092 -0.210
H 1.848 -0.158 -2.173
H 0.800 0.321 -3.218
O 1.410 0.664 -2.546
H -2.162 2.713 -1.609
H -2.095 3.093 -0.117
O -1.798 3.349 -0.993
H 1.595 -1.893 -1.139
H 2.448 -0.865 -0.468
O 2.400 -1.393 -1.316
```

---

| no. | DFT total energy (eV) |
| --- | --- |
| 1 | -29865.095 |
| 2 | -41882.088 |
| 3 | -25414.259 |